Entry 1:
Formula: C6H8N2
Source: OMol25
Level of theory: wB97M-V/def2-TZVPD

Expectation value of S²   2.01
2S+1   3
Net charge   0
Lowest unoccupied orbital energy (alpha / beta)   0.5198 / -0.3153 eV

```
16
Properties=species:S:1:pos:R:3:forces:R:3
C -0.5778 -0.4727 1.6016 1.055 -0.109 0.276
C -0.4165 0.4858 -1.0469 2.289 -2.203 1.136
C 1.2915 -0.8520 -0.1845 0.759 -2.181 2.992
C -1.5874 0.2593 1.9739 0.392 -0.945 0.998
C 2.5189 -1.4276 -0.3542 -1.510 3.056 -4.139
C -1.2495 1.4585 -1.6338 -1.617 1.494 -2.295
N 0.7181 -0.0517 -1.0962 -1.786 2.428 -1.378
N 0.5217 -1.0797 1.1697 1.240 0.296 -2.437
H -1.9445 0.1460 3.0129 -0.208 0.142 -0.587
H -2.0379 0.9755 1.3388 -0.588 0.818 -0.571
H 3.0245 -2.0783 0.2297 0.968 -1.849 2.343
H 3.1216 -1.2071 -1.3429 -1.678 -0.249 2.010
H -1.8041 0.9495 -2.4827 0.168 0.333 1.124
H -0.8320 2.3570 -2.1825 0.242 -0.760 0.852
H -1.9714 1.8018 -0.8655 0.204 -0.080 -0.695
H 1.2248 -1.2643 1.8628 0.071 -0.190 0.371
```
Forces are in eV/Å.



Entry 2:
Formula: C2H6NO2P
Source: OMol25
Level of theory: wB97M-V/def2-TZVPD

2S+1   1
Net charge   0
Lowest unoccupied orbital energy   0.3959 eV

```
12
Properties=species:S:1:pos:R:3:forces:R:3
C -1.8902 -0.5453 -1.4667 1.345 -0.962 -0.709
C 0.5693 0.8578 0.3340 -1.872 -1.753 -0.726
N 1.6257 -0.0603 -0.3246 -0.349 0.465 1.829
O -0.8894 -1.0331 -1.7778 0.888 -0.283 -0.424
O -2.9159 -0.1291 -1.2262 -2.242 1.145 0.623
P -0.6494 -0.2485 1.1705 1.002 -0.297 -0.464
H 0.9479 1.3986 1.1422 1.636 1.072 0.761
H 1.8591 0.3318 -1.1957 1.414 1.226 -0.877
H 1.1934 -0.8784 -0.6713 -1.176 -1.537 0.156
H 2.3893 -0.3625 0.2932 0.187 0.323 -0.672
H -1.6835 0.6185 1.2026 -1.461 0.819 -0.496
H -0.5562 0.0505 2.5197 0.631 -0.217 0.999
```
Forces are in eV/Å.



Entry 3:
Formula: C23H31N3O6S
Source: OMol25
Level of theory: wB97M-V/def2-TZVPD

SMILES string   COc1ccc(S(=O)(=O)N2CCC(C(=O)N[C@H](C(=O)NCc3ccco3)C(C)C)CC2)cc1
2S+1   1
Net charge   0
Lowest unoccupied orbital energy   0.4624 eV

```
64
Properties=species:S:1:pos:R:3:forces:R:3
C -8.3318 -2.8320 -0.0943 -0.250 0.038 -0.081
H -8.3753 -2.5689 -1.1554 0.011 0.000 0.045
O -7.0064 -3.0671 0.3260 0.338 0.006 0.090
C -6.1061 -2.0618 0.2539 0.255 0.059 0.041
C -4.8174 -2.3679 0.7079 -0.211 -0.005 -0.042
C -3.8239 -1.4135 0.6780 0.062 -0.052 0.053
C -4.1091 -0.1483 0.1933 0.531 0.409 -0.062
C -5.3741 0.1701 -0.2571 -0.007 0.027 0.015
C -6.3784 -0.7812 -0.2297 -0.168 -0.103 0.000
H -7.3629 -0.5181 -0.5810 -0.089 0.007 -0.023
H -5.5603 1.1684 -0.6184 -0.136 0.109 -0.088
S -2.8496 1.1079 0.1220 -0.554 -0.175 -0.401
O -1.6567 0.6150 0.7738 -0.166 -0.331 -0.008
O -3.3712 2.3538 0.5964 -0.159 0.169 -0.115
N -2.6680 1.2725 -1.5473 -0.467 -0.073 0.946
C -2.0059 2.5084 -1.9208 0.269 0.637 0.251
C -0.5501 2.4951 -1.4664 -0.169 0.043 -0.223
H -0.5491 2.5166 -0.3764 0.103 0.124 -0.034
H -0.0374 3.3905 -1.8219 0.029 0.019 0.064
C 0.2006 1.2522 -1.9770 0.150 0.013 0.123
C -0.5997 -0.0586 -1.8719 -0.131 -0.021 -0.104
C -2.0798 0.1287 -2.2107 0.305 -0.634 -0.049
H -2.2154 0.2784 -3.2867 -0.088 -0.013 0.091
H -2.6486 -0.7552 -1.9110 0.057 -0.063 -0.211
H -0.5368 -0.4590 -0.8617 0.052 -0.077 -0.184
H -0.1648 -0.7958 -2.5496 0.016 -0.024 0.034
C 1.4994 1.1287 -1.1819 -0.434 0.035 -0.499
O 2.5992 1.2799 -1.6943 0.313 0.171 -0.184
N 1.3246 0.8662 0.1200 -0.055 -0.128 0.512
H 0.3939 0.7165 0.4908 0.028 0.063 -0.157
C 2.4208 0.8129 1.0694 0.089 -0.147 0.249
C 3.0831 -0.5795 0.9765 -0.011 0.501 -0.215
O 2.9406 -1.4491 1.8112 -0.117 -0.289 0.410
N 3.8112 -0.7229 -0.1433 0.249 -0.107 -0.418
H 3.8042 0.0256 -0.8305 -0.085 -0.006 0.170
C 4.5166 -1.9488 -0.4571 0.056 -0.005 -0.017
C 5.9927 -1.7251 -0.5006 0.037 0.041 0.865
C 6.8856 -1.4039 0.4797 -0.510 -0.211 -0.392
C 8.1443 -1.2780 -0.1568 0.049 -0.062 -0.548
C 7.9215 -1.5299 -1.4741 0.715 0.208 0.472
O 6.6234 -1.7979 -1.6926 -0.363 -0.123 -0.323
H 8.5767 -1.5518 -2.3221 -0.001 -0.026 -0.172
H 9.0793 -1.0360 0.3050 0.234 0.044 0.018
H 6.6691 -1.2787 1.5206 -0.126 0.017 0.230
H 4.2607 -2.6628 0.3320 0.047 0.052 -0.223
H 4.1879 -2.3340 -1.4272 0.008 -0.062 0.123
H 3.1611 1.5615 0.7566 -0.103 -0.051 0.076
C 1.9396 1.1067 2.4947 0.114 0.131 -0.107
C 1.0544 2.3513 2.5446 0.065 -0.251 -0.035
H 1.5407 3.1862 2.0431 0.032 0.156 -0.053
H 0.8759 2.6315 3.5800 -0.039 0.057 0.095
H 0.0872 2.1751 2.0802 -0.107 0.096 -0.044
C 3.1533 1.2771 3.4066 -0.175 -0.210 -0.136
H 3.7705 0.3835 3.3842 0.112 -0.059 0.060
H 2.8322 1.4451 4.4314 0.005 0.034 0.112
H 3.7534 2.1278 3.0887 0.073 0.144 -0.018
H 1.3655 0.2402 2.8373 0.044 0.006 -0.022
H 0.4695 1.4183 -3.0255 0.086 -0.024 0.156
H -2.0880 2.6181 -3.0060 -0.087 -0.053 0.059
H -2.5485 3.3195 -1.4339 0.092 0.098 -0.218
H -2.8281 -1.6267 1.0332 0.108 -0.104 0.051
H -4.6298 -3.3616 1.0814 0.042 -0.107 0.049
H -8.8594 -3.7706 0.0657 0.002 0.099 -0.032
H -8.8061 -2.0445 0.4987 0.030 -0.021 -0.026
```
Forces are in eV/Å.



Entry 4:
Formula: C16H17CrN8O6S2
Source: OMol25
Level of theory: wB97M-V/def2-TZVPD

Expectation value of S²   6.01
2S+1   5
Net charge   -1
Lowest unoccupied orbital energy (alpha / beta)   2.6771 / 2.5770 eV

```
50
Properties=species:S:1:pos:R:3:forces:R:3
Cr -1.6777 0.0992 -0.5700 -0.062 0.048 -0.075
N 5.7876 -2.2397 -1.2062 -0.011 0.005 0.002
C 4.7465 -1.3280 -0.9764 0.027 -0.007 -0.001
C 3.4413 -1.6381 -1.3581 -0.021 -0.012 -0.007
C 2.4011 -0.7648 -1.0979 0.010 0.015 -0.002
C 2.6693 0.4306 -0.4418 -0.029 -0.016 -0.021
C 3.9552 0.7458 -0.0406 0.022 0.003 0.028
C 4.9945 -0.1293 -0.3108 -0.016 0.006 0.000
S 1.3431 1.5562 -0.1441 0.022 0.103 0.039
O 1.7960 2.5245 0.8317 0.016 -0.020 0.011
O 0.8924 2.0768 -1.4133 -0.001 -0.029 -0.019
N 0.1214 0.6781 0.4048 0.109 0.070 -0.091
C 0.1702 -0.0770 1.5316 -0.002 -0.095 0.116
N -1.0274 -0.6542 1.7712 -0.010 -0.040 0.039
C -1.1065 -1.4988 2.7793 -0.050 0.000 -0.012
C -0.0180 -1.7659 3.6003 0.025 0.009 0.006
C 1.1509 -1.0898 3.2952 -0.013 0.002 0.001
N 1.2711 -0.2487 2.2750 -0.024 0.048 -0.078
H 5.6159 -2.8693 -1.9744 -0.001 -0.001 0.000
H 6.6977 -1.8131 -1.2796 0.000 0.001 -0.001
H 3.2396 -2.5798 -1.8570 0.000 0.000 0.000
H 1.3809 -1.0227 -1.3764 0.009 -0.005 0.017
H 4.1302 1.6692 0.4950 -0.006 0.001 -0.003
H 6.0035 0.1078 0.0081 -0.001 0.004 0.000
H -2.0706 -1.9752 2.9253 -0.006 0.010 -0.011
H -0.0802 -2.4567 4.4279 0.004 -0.004 -0.001
H 2.0444 -1.2320 3.8966 0.004 0.001 -0.002
N -1.6520 5.1660 1.5369 -0.005 -0.019 -0.002
C -2.4014 4.2391 0.8458 -0.016 0.032 -0.001
C -1.8817 2.9562 0.6153 0.049 -0.020 -0.004
N -2.5726 2.0431 -0.0398 0.005 -0.011 0.009
C -3.8103 2.3720 -0.4512 0.005 0.019 -0.002
C -4.3079 3.6310 -0.1983 -0.008 -0.012 -0.002
N -3.6147 4.5789 0.4390 0.007 -0.011 -0.001
H -0.6543 5.0241 1.5192 0.002 0.008 0.003
H -1.9498 6.1193 1.4108 -0.002 -0.001 -0.005
H -0.8895 2.6924 0.9538 -0.007 -0.009 -0.002
H -4.3638 1.6132 -0.9840 0.001 -0.009 0.006
H -5.3042 3.8974 -0.5293 0.001 0.003 -0.001
O -2.9084 -2.7053 -1.9154 0.025 -0.006 -0.015
S -3.8700 -1.7079 -1.1282 -0.003 -0.100 0.072
O -3.4257 -0.3430 -1.5563 0.037 0.049 0.078
O -3.6126 -1.8882 0.2837 -0.051 -0.021 -0.022
O -5.1832 -2.0264 -1.6044 -0.002 0.036 -0.032
C -0.8907 -3.7840 -2.4430 0.026 0.006 -0.003
C -1.4474 -2.5336 -1.8173 -0.021 0.007 0.003
N -0.8583 -1.5684 -1.3411 -0.038 -0.028 -0.016
H -1.2101 -4.6631 -1.8813 0.000 0.000 0.005
H 0.1949 -3.7226 -2.4461 0.000 -0.008 -0.003
H -1.2588 -3.8954 -3.4641 -0.001 0.000 -0.001
```
Forces are in eV/Å.



F_max readings, ordered: 5.4 2.7 1.1 0.2 eV Å⁻¹
Energy relative to the best compared isomer or geometry (same formula, charge and spin) readings, ordered: 249.9 336.4 109.0 0.0 kJ/mol